ORCA calculation (the ωB97M-V functional and the def2-TZVPD basis) on 7 unconnected molecules or ions with the total composition C28H76BClF4N5O9.

Output
Net charge ... +3
Energy relative to the best compared isomer or geometry (same formula, charge and spin) ... 13.3 kcal per mole

Last column: Löwdin charge in e.
Geometry (Å):
C: -0.8061 -3.6057 -4.5936  -0.05
O: -0.1471 -2.3953 -4.9026  -0.21
C: -0.6466 -1.2592 -4.2823  -0.25
C: 0.0980 -0.1336 -4.9647  -0.11
N: 1.4927 -0.5832 -5.3094  0.08
H: 1.5023 -1.5006 -5.7362  0.16
H: 1.9240 0.1861 -5.8117  0.18
C: 2.3762 -0.7127 -4.1008  -0.12
C: 3.7038 -1.1383 -4.5129  -0.25
O: 3.6650 -2.2110 -5.3843  -0.16
C: 3.5466 -3.4557 -4.7471  -0.07
H: -1.8809 -3.4494 -4.5773  0.09
H: -0.5125 -3.9923 -3.6181  0.09
H: -0.4539 -4.3059 -5.3709  0.11
H: -0.4724 -1.3341 -3.2203  0.10
H: -1.6743 -0.9614 -4.4680  0.10
H: 0.0525 0.7655 -4.3396  0.08
H: -0.4144 0.1116 -5.8831  0.14
H: 1.8450 -1.3869 -3.4338  0.12
H: 2.3377 0.2841 -3.6382  0.13
H: 4.3678 -1.3201 -3.6526  0.15
H: 4.2286 -0.3455 -5.0453  0.14
H: 3.3703 -4.1898 -5.5415  0.11
H: 2.7053 -3.5267 -4.0650  0.08
H: 4.4298 -3.5910 -4.1474  0.09
C: 6.4715 -0.1522 2.9295  -0.07
O: 5.5614 0.7081 3.5475  -0.20
C: 4.6874 1.3925 2.7022  -0.21
C: 3.8070 2.2577 3.5784  -0.06
N: 3.1583 1.4748 4.7134  0.08
H: 3.7784 0.6707 4.8591  0.17
H: 3.1725 1.9759 5.5973  0.18
C: 1.6965 1.0630 4.5187  -0.06
C: 1.5418 0.1174 3.3541  -0.24
O: 2.3079 -0.9792 3.6322  -0.18
C: 2.4426 -1.9605 2.6613  -0.08
H: 5.9177 -0.9705 2.5151  0.09
H: 7.1374 -0.4635 3.7462  0.11
H: 7.1635 0.3372 2.2482  0.10
H: 4.2532 0.6086 2.0502  0.13
H: 5.1931 2.1299 2.0642  0.14
H: 2.9539 2.7343 3.0880  0.12
H: 4.3661 3.1178 3.9769  0.15
H: 1.1452 2.0072 4.4716  0.14
H: 1.3949 0.5268 5.4259  0.14
H: 1.8828 0.5147 2.3957  0.11
H: 0.4713 -0.1572 3.2574  0.14
H: 3.0062 -2.7668 3.1424  0.11
H: 2.8445 -1.5986 1.7154  0.10
H: 1.5058 -2.4318 2.3869  0.07
C: 1.9403 1.3027 -0.8387  -0.04
O: 1.8760 2.2801 0.2072  -0.21
C: 0.5962 2.6003 0.5949  -0.24
C: 0.0111 3.6285 -0.3750  -0.08
N: 1.0780 4.6214 -0.6726  0.04
H: 1.9339 4.1589 -1.0310  0.18
H: 0.7668 5.1592 -1.4947  0.20
C: 1.3331 5.5533 0.4458  -0.07
C: 2.1959 6.7042 -0.1914  -0.20
O: 3.1508 6.0602 -0.9631  -0.19
C: 3.9803 7.0030 -1.6040  -0.07
H: 1.5602 0.3542 -0.4780  0.08
H: 2.9949 1.1404 -1.0050  0.10
H: 1.5052 1.6372 -1.7701  0.09
H: 0.6519 2.9701 1.6274  0.12
H: -0.0452 1.7138 0.6289  0.11
H: -0.7782 4.1831 0.1253  0.13
H: -0.4279 3.2306 -1.2882  0.12
H: 1.6517 5.0521 1.3525  0.13
H: 0.3809 5.9778 0.7565  0.14
H: 2.6590 7.2589 0.6229  0.14
H: 1.5284 7.3774 -0.7448  0.14
H: 3.3919 7.6700 -2.2437  0.11
H: 4.6570 6.5322 -2.3096  0.10
H: 4.6231 7.5556 -0.9316  0.10
C: -2.6303 0.9693 1.4919  -0.08
O: -3.7427 0.9168 0.6314  -0.18
C: -3.6409 1.5510 -0.6002  -0.30
C: -4.9711 1.5310 -1.3128  -0.13
N: -5.5321 0.1922 -1.2253  0.04
H: -5.5387 -0.0807 -0.2319  0.17
H: -6.4985 0.1055 -1.5681  0.18
C: -4.8077 -0.9613 -1.8241  -0.09
C: -5.4934 -2.2975 -1.4227  -0.16
O: -6.9047 -2.0679 -1.4806  -0.21
C: -7.7821 -3.2075 -1.5180  -0.06
H: -1.8870 0.1971 1.3656  0.06
H: -3.0202 0.9635 2.4850  0.08
H: -2.0624 1.8910 1.4066  0.07
H: -2.8986 1.0093 -1.1643  0.00
H: -3.3027 2.6007 -0.5809  0.12
H: -4.9045 1.8077 -2.3611  0.09
H: -5.7647 2.1585 -0.9134  0.14
H: -3.8527 -0.9839 -1.3149  0.10
H: -4.5975 -0.7636 -2.8792  0.14
H: -5.0739 -2.5825 -0.4476  0.10
H: -5.1738 -3.0643 -2.1601  0.15
H: -7.5193 -3.9565 -0.7791  0.08
H: -7.8548 -3.7088 -2.4944  0.10
H: -8.7800 -2.8137 -1.2817  0.10
C: -3.2718 -3.1246 1.7821  -0.01
C: -2.7739 -3.5475 3.1944  -0.28
C: -1.2779 -3.3709 3.3774  -0.11
O: -1.1820 -3.2204 4.8116  -0.23
C: 0.0243 -3.5177 5.4456  -0.07
N: -3.5808 -2.8334 4.2230  0.22
H: -2.9589 -2.7389 5.0306  0.15
H: -3.9935 -1.9430 3.9345  0.17
H: -4.3937 -3.3763 4.5328  0.19
H: -3.2846 -2.0359 1.6585  0.08
H: -4.3263 -3.4203 1.7073  0.08
H: -2.6896 -3.6158 1.0144  0.09
H: -3.1081 -4.5679 3.3393  0.16
H: -0.9028 -2.4258 3.0245  0.11
H: -0.7776 -4.2258 2.9553  0.15
H: 0.2292 -4.5803 5.2926  0.11
H: -0.0096 -3.2563 6.4903  0.09
H: 0.9027 -2.9489 5.0679  0.09
B: -0.3175 -2.0389 -0.2163  -1.36
F: -1.4824 -1.6546 -0.8286  0.14
F: 0.7099 -1.9017 -1.1336  0.13
F: -0.1730 -1.2088 0.9478  0.05
F: -0.3876 -3.3285 0.2513  0.14
Cl: -2.4540 1.6464 -3.3735  -0.24

---

ORCA calculation (the ωB97M-V functional and the def2-TZVPD basis) on a molecular structure, C28H76IN5O14PS.

Output
Net charge ... +1

Last column: Löwdin charge in e.
Geometry (Å):
C: 7.3175 -2.8863 1.5538  -0.14
C: 6.1249 -3.8600 1.1175  -0.25
C: 4.6669 -3.3102 1.5640  -0.20
C: 4.5239 -1.8224 0.9826  -0.21
C: 3.0176 -1.2713 0.9311  -0.12
C: 2.7979 0.1224 1.7230  -0.38
C: 3.3975 -0.0496 3.1879  -0.07
C: 2.9251 -1.4037 3.9140  -0.36
O: 3.7701 -1.9439 4.6574  0.07
N: 1.5773 -1.9861 3.7917  -0.17
C: 0.9658 -1.8095 5.1738  -0.08
C: 1.6316 -3.4795 3.5920  -0.08
N: 1.3003 0.2926 1.6317  -0.04
C: 0.6297 0.9766 2.7656  -0.08
C: -0.9707 1.0228 2.5542  -0.19
O: -1.7074 1.8883 3.0443  0.04
C: 0.9660 0.8025 0.2888  -0.25
N: -0.0902 0.4081 -0.3992  -0.01
P: -0.3842 1.0382 -2.0414  0.96
N: -1.5720 0.0971 -2.9158  -0.15
O: -1.1717 2.5689 -1.7654  -0.30
N: 2.0456 1.7019 -0.0375  -0.09
C: 1.7168 3.1022 -0.4177  -0.16
C: 0.6746 3.8087 0.5995  -0.21
O: 0.5339 5.1623 0.0821  -0.20
C: -0.6259 5.8201 0.6607  -0.22
C: -0.0511 7.0950 1.4949  -0.07
C: 3.1878 1.4548 0.8821  -0.93
S: 4.6182 1.2693 -0.3435  0.70
I: 3.9357 3.0751 2.1562  0.99
H: 7.1193 -2.3280 2.5357  0.08
H: 8.3352 -3.3829 1.6090  0.07
H: 7.4065 -2.0586 0.7588  0.07
H: 6.3298 -4.8672 1.6267  0.11
H: 6.1752 -3.9625 -0.0132  0.11
H: 3.8925 -4.0390 1.1676  0.11
H: 4.6586 -3.3683 2.6968  0.09
H: 4.8976 -1.8863 -0.1041  0.11
H: 5.2622 -1.1136 1.4969  0.09
H: 2.7355 -1.1829 -0.1817  0.13
H: 2.3486 -2.1068 1.3360  0.11
H: 3.0882 0.7884 3.9128  0.09
H: 4.5430 -0.0360 3.2087  0.14
H: 1.5357 -2.5027 5.8755  0.11
H: 1.1454 -0.7372 5.5731  0.08
H: -0.1316 -2.1073 5.1949  0.09
H: 2.6761 -3.8855 3.4263  0.08
H: 1.0501 -4.0382 4.4038  0.10
H: 1.0552 -3.6863 2.6157  0.09
H: 0.7737 0.4622 3.7733  0.12
H: 0.9432 2.0805 2.8196  0.11
H: -1.4590 0.1709 1.9497  0.10
H: -0.7700 -0.2809 -0.0277  0.14
H: -2.4929 0.5180 -2.6627  0.05
H: -1.4863 0.3295 -3.9300  0.03
H: -2.0068 2.3751 -1.2500  0.05
H: 1.2050 3.1768 -1.4430  0.11
H: 2.6373 3.7799 -0.5141  0.12
H: 1.0851 3.9083 1.6546  0.08
H: -0.3247 3.2539 0.6390  0.11
H: -1.2426 5.1288 1.3161  0.12
H: -1.2165 6.2598 -0.2166  0.13
H: 1.0687 7.1796 1.2583  0.09
H: -0.2472 6.8977 2.5948  0.07
H: -0.5280 8.0414 1.0948  0.07
H: 5.1511 2.5578 -0.3856  -0.12
C: -4.7312 3.1656 -0.9698  -0.16
O: -4.7470 1.7747 -1.2517  -0.15
H: -4.1792 3.6802 -1.7574  0.08
H: -5.7543 3.5473 -0.9378  0.08
H: -4.2375 3.3391 -0.0089  0.07
H: -5.2419 1.3426 -0.5381  0.04
C: -3.0262 -2.2589 3.1770  -0.15
O: -2.1375 -3.3658 3.2220  -0.12
H: -3.9874 -2.5951 2.7894  0.09
H: -3.1629 -1.8550 4.1833  0.08
H: -2.6194 -1.4884 2.5166  0.04
H: -1.2960 -3.0434 3.5669  0.03
C: -1.7911 1.2079 -6.7032  -0.15
O: -0.7916 1.6075 -5.7722  -0.15
H: -2.6025 0.7216 -6.1613  0.07
H: -2.1809 2.0848 -7.2257  0.08
H: -1.3660 0.5042 -7.4222  0.08
H: -0.0873 2.0332 -6.2747  0.08
C: 1.4886 0.8935 8.0712  -0.14
O: 2.0145 1.0854 6.7627  -0.16
H: 0.6428 0.2084 8.0127  0.08
H: 2.2566 0.4643 8.7186  0.08
H: 1.1510 1.8496 8.4775  0.08
H: 2.7592 1.6931 6.8420  0.08
C: -7.9038 0.4783 0.9543  -0.14
O: -6.9064 0.3380 -0.0472  -0.14
H: -7.4998 1.0725 1.7741  0.09
H: -8.7755 0.9855 0.5345  0.08
H: -8.1882 -0.5076 1.3279  0.07
H: -7.2907 -0.1912 -0.7590  0.08
C: -10.6243 -1.3847 -0.0570  -0.15
O: -9.6220 -1.5219 -1.0571  -0.13
H: -10.2236 -0.7921 0.7628  0.05
H: -11.4963 -0.8778 -0.4770  0.08
H: -10.9095 -2.3713 0.3162  0.08
H: -9.9999 -2.0491 -1.7704  0.08
C: 4.3808 2.2807 -4.2368  -0.16
O: 2.9930 2.4345 -3.9658  -0.14
H: 4.6411 2.8882 -5.1021  0.08
H: 4.9629 2.6132 -3.3723  0.06
H: 4.5982 1.2321 -4.4535  0.07
H: 2.7900 1.8866 -3.1973  0.03
C: -0.7888 -3.2214 -5.0117  -0.14
O: -1.0053 -1.8154 -5.0079  -0.16
H: -0.5780 -3.5426 -6.0316  0.08
H: 0.0647 -3.4638 -4.3729  0.08
H: -1.6829 -3.7338 -4.6494  0.06
H: -1.1894 -1.5558 -4.0958  0.01
C: 4.0017 0.3126 -7.2237  -0.16
O: 5.0018 1.3199 -7.2816  -0.13
H: 3.0223 0.7906 -7.2248  0.08
H: 4.0850 -0.3420 -8.0947  0.08
H: 4.1169 -0.2717 -6.3067  0.07
H: 5.8562 0.8726 -7.2794  0.08
C: -4.0063 -5.8333 -3.0362  -0.16
O: -3.0032 -5.9677 -4.0333  -0.14
H: -3.6062 -5.2399 -2.2140  0.08
H: -4.8795 -5.3268 -3.4555  0.08
H: -4.2920 -6.8199 -2.6632  0.08
H: -3.3805 -6.4948 -4.7473  0.08

---

Computed values of HOMO-LUMO gap (unit: eV) for the preceding records, in sequence: 7.29; 8.22.
Computed values of strongest force on any atom (unit: hartree/bohr) for the preceding records, in sequence: 0.0539; 0.0908.